Below is a molecular structure, C33H26N3O3PS4SbSc, with properties calculated with wB97M-V/def2-TZVPD.

Frontier orbital gap   6.219 eV
HOMO level   -2.08 eV
Max |F|   0.4 eV/A
Multiplicity   1
Calculated total energy   -4598.50736 Eh
Total charge   -2
ΔE to the lowest compared entry with this formula, charge and spin   2.8 kJ/mol
LUMO energy   4.1 eV

Element x y z (Å)
Sc: 0.19 0.25 1.96
O: -1.51 1.25 1.58
C: -2.74 1.23 1.97
C: -3.47 2.44 2.07
C: -4.80 2.43 2.45
C: -5.46 1.24 2.73
C: -4.76 0.05 2.65
C: -3.41 0.02 2.29
C: -2.74 -1.25 2.20
N: -1.48 -1.40 2.04
N: -1.04 -2.72 1.91
C: 0.23 -2.70 1.61
O: 0.95 -1.65 1.48
C: 0.91 -4.01 1.41
C: 0.19 -5.18 1.18
C: 0.85 -6.37 0.94
C: 2.24 -6.41 0.93
C: 2.96 -5.24 1.17
C: 2.30 -4.05 1.40
H: -2.94 3.36 1.87
H: -5.33 3.37 2.52
H: -6.51 1.25 3.02
H: -5.26 -0.89 2.88
H: -3.35 -2.16 2.27
H: -0.89 -5.13 1.19
H: 0.29 -7.28 0.75
H: 2.76 -7.34 0.75
H: 4.05 -5.27 1.18
H: 2.83 -3.12 1.57
S: 2.11 4.18 3.80
Sb: 2.45 1.89 3.92
S: 2.61 1.07 1.70
S: 0.37 0.79 4.38
S: 4.13 1.18 5.28
O: -0.16 4.05 1.55
N: 0.38 3.67 0.34
C: 1.65 3.67 0.25
C: 2.24 3.19 -1.01
C: 3.32 3.89 -1.56
C: 3.87 3.52 -2.77
C: 3.35 2.43 -3.46
C: 2.31 1.71 -2.91
C: 1.75 2.05 -1.68
P: 0.43 1.02 -0.92
C: -1.03 1.49 -1.94
C: -2.00 2.29 -1.34
C: -3.12 2.69 -2.05
C: -3.28 2.30 -3.38
C: -2.31 1.51 -3.99
C: -1.19 1.11 -3.27
C: 0.83 -0.65 -1.55
C: 2.15 -1.12 -1.48
C: 2.44 -2.45 -1.71
C: 1.42 -3.35 -1.99
C: 0.11 -2.91 -2.04
C: -0.18 -1.57 -1.82
H: 0.56 4.09 2.24
H: 2.29 4.00 1.07
H: 3.71 4.74 -1.01
H: 4.70 4.09 -3.18
H: 3.77 2.14 -4.42
H: 1.94 0.83 -3.44
H: -1.86 2.59 -0.31
H: -3.88 3.29 -1.57
H: -4.16 2.60 -3.93
H: -2.43 1.21 -5.02
H: -0.45 0.49 -3.75
H: 2.94 -0.43 -1.19
H: 3.46 -2.80 -1.62
H: 1.64 -4.40 -2.13
H: -0.70 -3.61 -2.22
H: -1.22 -1.24 -1.83

=====

Below is 7 unconnected molecules or ions with the total composition C45H59IN2O17S, with properties calculated with wB97M-V/def2-TZVPD.

Frontier orbital gap   8.527 eV
HOMO level   -8.47 eV
Max |F|   0.6 eV/A
Multiplicity   1
Calculated total energy   -3834.75210 Eh
LUMO energy   0.1 eV
SMILES   Nc1c(-c2ccccc2)cc2c(c1CCCI)C(=O)N(CCCCS(=O)(=O)O)C2=O.O=C1CCCO1.O=C1CCCO1.O=C1CCCO1.O=C1CCCO1.O=C1CCCO1.O=C1CCCO1

Element x y z (Å)
N: -7.56 2.95 -2.46
C: -6.61 2.31 -1.59
C: -7.00 1.27 -0.73
C: -8.41 0.81 -0.61
C: -9.46 1.69 -0.34
C: -10.76 1.23 -0.20
C: -11.04 -0.13 -0.34
C: -10.00 -1.01 -0.60
C: -8.70 -0.55 -0.74
C: -6.05 0.60 0.04
C: -4.73 1.00 -0.08
C: -4.35 2.05 -0.90
C: -5.27 2.73 -1.69
C: -4.84 3.79 -2.67
C: -4.16 3.25 -3.94
C: -4.71 1.97 -4.57
I: -3.80 0.23 -3.73
C: -2.87 2.14 -0.84
O: -2.16 2.93 -1.40
N: -2.40 1.09 -0.01
C: -1.37 0.22 -0.63
C: -0.51 -0.55 0.36
C: 0.68 -1.18 -0.39
C: 1.09 -2.50 0.27
S: 2.34 -3.42 -0.59
O: 3.61 -3.34 0.08
O: 1.83 -4.70 -0.96
O: 2.47 -2.53 -1.91
C: -3.52 0.40 0.53
O: -3.45 -0.51 1.31
H: -8.37 2.36 -2.57
H: -7.88 3.82 -2.06
H: -9.26 2.75 -0.20
H: -11.55 1.93 0.02
H: -12.04 -0.51 -0.23
H: -10.20 -2.07 -0.69
H: -7.90 -1.25 -0.94
H: -6.32 -0.22 0.69
H: -5.70 4.40 -2.93
H: -4.10 4.42 -2.18
H: -3.09 3.11 -3.75
H: -4.23 4.03 -4.70
H: -4.46 1.93 -5.63
H: -5.79 1.88 -4.47
H: -1.88 -0.50 -1.27
H: -0.74 0.84 -1.26
H: -1.10 -1.34 0.82
H: -0.16 0.11 1.16
H: 1.53 -0.51 -0.40
H: 0.38 -1.37 -1.42
H: 0.23 -3.16 0.36
H: 1.51 -2.29 1.26
H: 3.29 -2.79 -2.36
O: -8.87 -0.91 2.60
C: -8.36 0.00 3.19
O: -7.07 0.36 2.96
C: -6.67 1.41 3.86
C: -7.98 2.08 4.29
C: -8.96 0.90 4.25
H: -6.14 0.96 4.70
H: -6.00 2.08 3.32
H: -7.90 2.57 5.26
H: -8.27 2.82 3.55
H: -8.97 0.35 5.19
H: -9.97 1.18 3.98
O: 2.99 -2.06 2.74
C: 4.15 -1.85 2.53
O: 4.56 -0.80 1.78
C: 5.99 -0.86 1.58
C: 6.52 -1.72 2.73
C: 5.35 -2.66 2.98
H: 6.17 -1.33 0.61
H: 6.38 0.15 1.57
H: 7.46 -2.21 2.49
H: 6.68 -1.09 3.60
H: 5.39 -3.55 2.34
H: 5.24 -2.97 4.01
O: 8.38 -2.91 4.93
C: 9.10 -1.99 5.16
O: 10.25 -1.78 4.48
C: 10.96 -0.65 5.02
C: 9.90 0.18 5.74
C: 8.93 -0.91 6.21
H: 11.73 -1.03 5.69
H: 11.43 -0.13 4.19
H: 10.32 0.79 6.54
H: 9.40 0.84 5.04
H: 9.21 -1.33 7.18
H: 7.89 -0.58 6.25
O: 1.27 1.18 -2.52
C: 1.86 2.05 -1.94
O: 3.14 2.36 -2.23
C: 3.64 3.35 -1.32
C: 2.39 4.05 -0.77
C: 1.37 2.92 -0.80
H: 4.20 2.85 -0.53
H: 4.31 4.02 -1.86
H: 2.55 4.49 0.21
H: 2.08 4.84 -1.46
H: 1.39 2.32 0.11
H: 0.34 3.24 -0.99
O: 8.82 -0.33 0.55
C: 9.07 -0.55 -0.60
O: 10.28 -0.28 -1.14
C: 10.28 -0.55 -2.55
C: 9.14 -1.54 -2.76
C: 8.16 -1.13 -1.67
H: 10.11 0.39 -3.07
H: 11.25 -0.94 -2.82
H: 8.73 -1.50 -3.77
H: 9.49 -2.56 -2.58
H: 7.48 -0.34 -1.99
H: 7.58 -1.96 -1.27
O: -2.83 -4.28 -2.45
C: -1.94 -3.68 -2.96
O: -1.72 -2.36 -2.72
C: -0.64 -1.87 -3.54
C: 0.17 -3.10 -3.91
C: -0.91 -4.18 -3.95
H: -1.08 -1.37 -4.41
H: -0.09 -1.13 -2.96
H: 0.72 -2.98 -4.84
H: 0.88 -3.33 -3.12
H: -1.39 -4.25 -4.93
H: -0.56 -5.17 -3.66

=====

Below is a molecular structure, C21H26N7O3Pt, with properties calculated with wB97M-V/def2-TZVPD.

Frontier orbital gap   7.200 eV
HOMO level   -10.02 eV
Max |F|   0.1 eV/A
Multiplicity   1
Calculated total energy   -1544.03624 Eh
Total charge   +1
ΔE to the lowest compared entry with this formula, charge and spin   124.7 kJ/mol
LUMO energy   -2.8 eV

Element x y z (Å)
Pt: -0.65 0.93 0.42
O: 0.31 -2.72 1.91
C: 0.27 -1.56 1.46
N: -0.76 -0.74 1.45
C: -2.03 -1.04 2.06
C: -3.04 0.02 1.67
C: -4.36 -0.04 2.08
C: -5.23 0.96 1.70
C: -4.77 2.01 0.92
C: -3.44 2.02 0.54
N: -2.60 1.05 0.91
C: 1.48 -0.93 0.81
C: 2.71 -1.55 0.83
C: 3.79 -0.93 0.23
C: 3.60 0.30 -0.38
C: 2.34 0.87 -0.37
N: 1.30 0.28 0.22
H: -1.95 -1.07 3.15
H: -2.40 -2.03 1.75
H: -4.69 -0.87 2.69
H: -6.27 0.93 2.02
H: -5.42 2.82 0.61
H: -3.00 2.80 -0.07
H: 2.79 -2.50 1.35
H: 4.77 -1.38 0.25
H: 4.41 0.83 -0.85
H: 2.14 1.85 -0.78
C: 2.57 6.88 -0.10
N: 1.63 5.78 -0.27
C: 0.47 5.93 -0.95
C: -0.39 4.90 -1.13
C: -0.02 3.65 -0.53
O: -0.83 2.65 -0.66
N: 1.10 3.51 0.14
C: 2.00 4.53 0.26
O: 3.10 4.41 0.77
H: 2.15 7.78 -0.54
H: 3.52 6.64 -0.59
H: 2.77 7.04 0.96
H: 0.28 6.92 -1.35
H: -1.30 5.01 -1.69
N: 0.26 -5.75 -0.96
C: -0.52 -4.80 -0.08
C: -0.98 -3.63 -0.93
N: 0.10 -2.96 -1.63
C: 0.88 -3.87 -2.43
C: 1.42 -5.06 -1.64
H: -0.36 -6.14 -1.68
H: 0.60 -6.53 -0.41
H: 0.13 -4.47 0.72
H: -1.35 -5.37 0.34
H: -1.49 -2.91 -0.28
H: -1.72 -3.96 -1.67
H: 0.67 -2.40 -1.01
H: 1.73 -3.34 -2.87
H: 0.27 -4.23 -3.26
H: 2.09 -4.73 -0.84
H: 1.92 -5.79 -2.27

=====

Below is a molecular structure, C6H18F18NaO27S6 at a distorted geometry, with properties calculated with wB97M-V/def2-TZVPD.

Frontier orbital gap   5.029 eV
HOMO level   1.41 eV
Max |F|   4.4 eV/A
Multiplicity   1
Calculated total energy   -6619.90852 Eh
Total charge   -5
LUMO energy   6.4 eV

Element x y z (Å)
Na: -2.87 3.48 -0.66
C: -0.37 -0.11 0.27
F: 0.83 -0.41 0.72
F: -1.01 -1.21 -0.19
F: -1.12 0.47 1.22
S: -0.09 1.24 -1.19
O: -1.41 1.78 -1.48
O: 0.86 2.23 -0.64
O: 0.44 0.42 -2.28
C: 3.07 3.28 -3.34
F: 2.29 2.20 -3.18
F: 2.52 4.23 -4.15
F: 3.54 3.80 -2.18
S: 4.59 2.75 -4.41
O: 4.17 2.00 -5.62
O: 5.36 3.95 -4.65
O: 5.26 1.74 -3.58
C: -4.32 -2.61 1.31
F: -3.72 -2.94 2.45
F: -3.77 -1.52 0.79
F: -4.21 -3.68 0.45
S: -6.22 -2.26 1.64
O: -6.73 -3.42 2.33
O: -6.31 -1.05 2.45
O: -6.80 -2.11 0.28
C: -1.85 5.01 3.48
F: -1.89 4.66 4.78
F: -3.11 4.93 3.12
F: -1.33 6.25 3.40
S: -0.89 3.64 2.51
O: -1.06 3.86 1.07
O: 0.54 3.77 2.92
O: -1.50 2.37 2.91
C: 0.79 -3.93 -2.37
F: 1.79 -4.65 -1.74
F: 0.93 -2.70 -1.86
F: 1.03 -3.80 -3.66
S: -0.98 -4.72 -2.07
O: -1.91 -3.70 -2.57
O: -0.95 -5.95 -2.90
O: -1.16 -4.97 -0.64
C: 2.54 -3.72 1.44
F: 1.47 -3.39 0.66
F: 2.23 -3.52 2.74
F: 2.86 -4.93 1.20
S: 4.05 -2.52 1.16
O: 4.28 -2.62 -0.27
O: 3.59 -1.18 1.56
O: 5.08 -3.04 2.04
O: 0.36 5.16 -1.07
H: 0.44 4.42 -1.67
H: 0.21 4.75 -0.21
O: 1.67 0.07 -4.99
H: 1.25 0.44 -4.21
H: 2.60 0.31 -4.89
O: 0.80 -0.77 3.45
H: 1.10 -0.17 2.77
H: 1.60 -1.11 3.84
O: 2.76 1.76 1.76
H: 2.03 1.94 1.18
H: 3.21 1.01 1.36
O: -2.59 0.22 4.28
H: -2.08 0.87 3.79
H: -2.19 0.21 5.15
O: -0.80 -3.06 1.98
H: 0.11 -3.37 1.88
H: -1.12 -3.00 1.08
O: 3.29 0.51 -1.26
H: 3.09 -0.41 -1.10
H: 2.47 0.88 -1.59
O: -2.18 -0.99 -3.08
H: -2.16 -1.89 -2.77
H: -1.27 -0.69 -3.01
O: -3.80 2.06 1.03
H: -4.28 2.06 1.85
H: -3.08 1.43 1.17

=====

Below is 2 unconnected molecules or ions with the total composition C4H13N3O at a distorted geometry, with properties calculated with wB97M-V/def2-TZVPD.

Frontier orbital gap (alpha / beta)   11.487 / 6.140 eV
HOMO level (alpha / beta)   -14.74 / -14.74 eV
Max |F|   6.9 eV/A
Multiplicity   2
Expectation value of S²   0.7709
Calculated total energy   -399.32863 Eh
Total charge   +1
ΔE to the lowest compared entry with this formula, charge and spin   271.7 kJ/mol
LUMO energy (alpha / beta)   -3.3 / -8.6 eV

Element x y z (Å)
C: 1.26 0.45 -2.28
C: 1.49 0.25 -0.86
C: 0.34 0.89 -0.09
N: -1.05 0.35 -0.69
C: -2.00 -0.02 0.31
N: -1.34 -0.96 1.22
N: -3.19 0.19 0.28
H: 2.15 0.53 -2.96
H: 0.60 -0.28 -2.72
H: 0.94 1.45 -2.46
H: 1.43 -0.78 -0.60
H: 2.43 0.60 -0.36
H: 0.25 1.95 -0.37
H: 0.37 0.85 0.93
H: -1.34 0.87 -1.57
H: -0.43 -1.07 0.84
H: -1.78 -1.84 1.26
H: -3.79 -0.15 1.03
H: 0.66 -1.29 2.54
H: 1.46 -0.68 3.70
O: 1.52 -1.30 2.86

=====

Below is C4H8N2O in the gas phase at a distorted geometry, with properties calculated with wB97M-V/def2-TZVPD.

Frontier orbital gap   9.281 eV
HOMO level   -8.47 eV
Max |F|   4.0 eV/A
Multiplicity   1
Calculated total energy   -341.86259 Eh
ΔE to the lowest compared entry with this formula, charge and spin   370.3 kJ/mol
LUMO energy   0.8 eV
SMILES   C/C=C\N(N)C=O

Element x y z (Å)
C: 1.32 -0.81 -0.04
C: 0.10 -1.12 -0.40
C: 1.74 0.48 0.61
C: -0.66 1.17 -0.28
N: -0.86 -0.14 -0.16
N: -2.24 -0.57 0.14
O: 0.17 1.80 -0.90
H: 2.22 -1.40 -0.13
H: -0.37 -2.06 -0.57
H: 2.60 0.32 1.24
H: 0.79 0.90 1.22
H: -1.55 1.66 0.07
H: -2.89 0.03 -0.39
H: -2.40 -1.45 -0.20
H: 2.04 1.20 -0.19

=====

Below is 14 unconnected molecules or ions with the total composition H30O15 at a distorted geometry, with properties calculated with wB97M-V/def2-TZVPD.

Frontier orbital gap   6.454 eV
HOMO level   -7.05 eV
Max |F|   15.9 eV/A
Multiplicity   1
Calculated total energy   -1146.28627 Eh
ΔE to the lowest compared entry with this formula, charge and spin   928.9 kJ/mol
LUMO energy   -0.6 eV

Element x y z (Å)
H: -0.14 0.60 -0.78
H: 0.75 -0.53 -0.27
H: 0.16 -2.19 -2.57
H: -0.63 -3.11 -3.49
H: 1.56 -2.06 1.54
H: 2.99 -1.93 2.06
H: 1.20 2.93 -3.15
H: 2.22 4.00 -2.80
H: 2.11 -4.96 -2.24
H: 0.62 -4.97 -1.93
H: -3.35 0.58 1.65
H: -4.14 1.00 0.42
H: -1.10 -3.54 1.19
H: -1.05 -5.06 1.25
H: -1.27 -0.96 -3.18
H: -2.40 -1.33 -4.12
H: 3.32 1.16 4.23
H: 2.43 1.25 3.00
H: 0.25 3.14 -1.64
H: -0.42 2.33 -0.55
H: -0.37 0.30 3.21
H: 0.39 -0.84 3.88
H: 1.09 4.12 0.16
H: -0.13 3.84 1.02
H: -0.56 2.21 3.33
H: -0.22 3.41 4.19
H: -1.06 2.35 -4.68
H: -1.85 3.41 -5.43
H: 1.13 -2.85 3.08
H: 0.15 -2.83 1.91
O: 0.68 0.43 -0.30
O: -0.28 -2.21 -3.43
O: 2.46 -1.87 1.25
O: 1.27 3.82 -2.78
O: 1.34 -4.39 -2.24
O: -4.23 0.87 1.38
O: -1.63 -4.33 1.02
O: -1.83 -1.70 -3.43
O: 2.50 1.55 3.91
O: -0.10 2.26 -1.46
O: -0.44 -0.34 3.93
O: 0.83 3.76 1.01
O: -0.94 3.01 3.69
O: -1.74 3.02 -4.55
O: 0.40 -3.34 2.69